i) 14
Properties=species:S:1:pos:R:3:mulliken_charge:R:1 method="wB97M-V/def2-TZVPD" spin_multiplicity=1 orbital_gap_ev=9.8 homo_ev=-9.557 e_lumo_ev=0.225
C 2.02215 0.13930 0.13082 0.028
C -2.51954 0.70125 -0.62346 0.040
C -1.29296 -0.92370 -0.11840 0.487
H 3.36728 0.34595 -0.94208 0.303
H 3.19185 -0.36079 0.92392 0.224
H 0.57356 0.38938 1.75070 0.297
H -3.08476 1.54077 -0.92790 0.387
H 0.07123 -1.72118 1.06038 0.337
N 2.30696 0.57214 -1.10041 -0.495
N 0.61074 0.23836 0.62915 -0.338
N -0.36916 0.24808 -0.30641 0.188
N -2.64191 -0.62604 -0.68969 -0.429
N -0.90664 -1.86671 0.64375 -0.674
O -1.32881 1.32319 -0.43036 -0.356

***

ii) 14
Properties=species:S:1:pos:R:3:mulliken_charge:R:1 method="wB97M-V/def2-TZVPD" spin_multiplicity=1 orbital_gap_ev=9.6 homo_ev=-9.322 e_lumo_ev=0.307
H 2.41224 -1.62743 0.12897 0.276
N 2.78843 -0.60653 0.16321 -0.603
C 1.88838 0.33564 0.14262 0.158
N 0.50552 0.14299 -0.07499 0.155
N 0.07525 -1.37386 -0.52668 -0.548
C -1.09467 -1.73036 -0.02889 0.276
O -1.94722 -0.85609 0.55029 -0.243
N -1.93921 0.29359 -0.18705 -0.291
C -0.61675 0.95019 -0.12362 0.440
N -0.62418 2.32343 -0.05336 -0.721
H 0.31482 2.61616 -0.07348 0.206
H 2.36385 1.38178 0.23812 0.212
H -1.45826 -2.86713 -0.27979 0.321
H -2.66819 1.01764 0.12465 0.361

***

The most stable arrangement is ii), and the next structure is 163.9 kJ/mol less stable.

***

i) 16
Properties=species:S:1:pos:R:3:mulliken_charge:R:1 method="wB97M-V/def2-TZVPD" spin_multiplicity=1 orbital_gap_ev=8.8 homo_ev=-8.944 e_lumo_ev=-0.118
C -0.86837 -2.18436 -0.08478 -0.744
C -0.61231 -1.00304 -0.59494 -0.449
C 0.84010 -0.44292 -0.73274 0.094
S 1.95406 -1.09637 0.52778 -0.224
C 0.86283 1.05943 -0.74092 -0.426
C 0.05625 1.87766 -0.06936 -0.362
C -0.78246 1.52604 1.14803 -0.004
O -0.50587 0.63620 1.93646 -0.454
H -1.92170 -2.53090 -0.16113 0.238
H -0.13170 -2.86267 0.34155 0.272
H -1.34306 -0.32669 -0.91911 0.507
H 1.22007 -0.76213 -1.74085 0.378
H 1.37833 -0.47049 1.56942 0.202
H 1.64305 1.52205 -1.37953 0.308
H -0.11407 2.92598 -0.39573 0.305
H -1.67515 2.13222 1.29584 0.357

***

ii) 16
Properties=species:S:1:pos:R:3:mulliken_charge:R:1 method="wB97M-V/def2-TZVPD" spin_multiplicity=1 orbital_gap_ev=7.8 smiles="C[C@H]1CC=C(C=S)O1" homo_ev=-8.581 e_lumo_ev=-0.768
C -1.79403 -0.69307 0.70779 -1.397
C -0.98213 -0.25843 -0.44839 0.455
C -0.57682 1.16408 -0.31515 -0.618
C 0.88443 1.10378 0.02118 -0.236
C 1.25295 -0.16156 -0.17917 0.293
C 2.58085 -0.80547 -0.19727 -0.353
S 3.95558 -0.02042 0.14863 -0.253
O 0.20004 -0.98818 -0.53179 -0.437
H -2.67674 0.01112 0.77916 0.340
H -1.21863 -0.62190 1.62086 0.339
H -2.17253 -1.73178 0.64063 0.344
H -1.53999 -0.51940 -1.35856 0.249
H -0.72282 1.74567 -1.22433 0.275
H -1.14750 1.67829 0.48294 0.308
H 1.44567 1.91309 0.47626 0.382
H 2.51165 -1.81582 -0.62280 0.309

***

iii) 16
Properties=species:S:1:pos:R:3:mulliken_charge:R:1 method="wB97M-V/def2-TZVPD" spin_multiplicity=1 orbital_gap_ev=8.2 smiles="OC[C@H]1CC=CC1=S" homo_ev=-8.662 e_lumo_ev=-0.459
O -0.15911 1.96040 1.06776 -0.527
C -0.24391 1.72935 -0.33067 -1.074
C -0.06485 0.24689 -0.64817 0.528
C 1.25948 -0.35701 -0.19345 -0.654
C 0.85767 -1.69282 0.37964 -0.458
C -0.45365 -1.83432 0.44667 -0.404
C -1.12038 -0.63402 -0.08637 -0.076
S -2.72992 -0.31600 0.02422 -0.243
H -1.02070 1.68019 1.44410 0.351
H -1.15596 2.06166 -0.74975 0.441
H 0.60747 2.32767 -0.75654 0.356
H -0.12533 0.18290 -1.73249 0.354
H 1.75687 0.24438 0.61186 0.281
H 2.03975 -0.47026 -1.00491 0.298
H 1.58202 -2.42314 0.69276 0.432
H -1.02945 -2.70589 0.83534 0.395

***

The most stable arrangement is iii), and the next structure is 60.1 kJ/mol less stable.

***

i) 41
Properties=species:S:1:pos:R:3:mulliken_charge:R:1 method="wB97M-V/def2-TZVPD" charge=-1 spin_multiplicity=1 orbital_gap_ev=9.5 homo_ev=-6.846 e_lumo_ev=2.640
O 0.00915 -4.69166 -1.24747 -0.818
H 0.43601 -3.97741 -1.84440 0.412
O -1.84091 1.16716 -3.14369 -0.594
H -1.81027 0.71260 -2.36251 0.401
H -2.46639 1.71966 -3.47979 0.278
O -2.06867 1.17880 1.25257 -0.612
H 0.58778 1.13090 3.92417 0.353
H -2.47238 0.54492 1.74547 0.264
O -1.70002 -2.93728 -0.37356 -0.682
H -2.63962 -3.04514 -0.33209 0.247
H -1.18257 -3.77520 -0.77794 0.442
O 3.01433 -0.85023 1.44641 -0.650
H 1.93628 -2.64952 2.03680 0.324
H 2.26674 -0.40976 1.78297 0.304
O -2.10527 3.87759 0.03885 -0.655
H -2.65315 3.33436 0.68807 0.318
H -1.84170 3.17044 -0.54533 0.322
O 0.63684 1.75633 -1.32255 -0.815
H 1.07270 0.76285 -1.28318 0.494
H -0.25536 1.51538 -1.50270 0.210
O 1.47329 1.21147 4.30733 -0.584
H 1.96363 1.89085 4.27376 0.223
H 3.07996 -0.36591 0.56516 0.307
O -1.26112 -0.42958 -0.69974 -0.990
H -1.60044 -1.37574 -0.81023 0.333
H -1.70737 0.69479 0.50394 0.481
O -1.10994 2.51228 3.39544 -0.680
H -1.57640 2.08515 2.60288 0.417
H -0.86774 3.35121 2.88288 0.337
O 1.88073 -2.98131 -0.98211 -0.839
H 2.69147 -2.72745 -0.48495 0.238
H 1.61206 -1.94354 -1.07210 0.413
O 1.35354 -3.38427 1.90218 -0.623
H 0.61397 -2.85158 1.65113 0.285
H 0.61713 -4.33507 -0.46189 0.443
O 0.86750 4.22226 -2.82169 -0.635
H 1.54214 4.50698 -2.18818 0.290
H 0.73190 3.31227 -2.75712 0.361
O 1.47074 -0.64480 -1.31023 -0.966
H 1.47309 -0.92852 -2.18086 0.198
H -0.17168 -0.35429 -1.01569 0.448

***

ii) 41
Properties=species:S:1:pos:R:3:mulliken_charge:R:1 method="wB97M-V/def2-TZVPD" charge=-1 spin_multiplicity=1 orbital_gap_ev=9.5 homo_ev=-7.050 e_lumo_ev=2.403
O -4.62521 -0.03159 2.68628 -0.663
H -4.36873 -0.94662 2.47090 0.338
O -2.37618 0.93675 1.00213 -0.665
H -2.47244 1.12080 0.05690 0.262
H -1.50295 0.47154 0.97118 0.363
O 2.32540 0.31156 -0.47531 -0.844
H -0.55176 -0.82737 0.34487 -0.038
H 2.05664 3.03266 -1.23795 0.287
O 2.37467 2.54753 -2.00871 -0.665
H 1.45932 1.32619 -3.80174 0.328
H 2.58553 1.67855 -1.58646 0.441
O -2.02284 3.15569 2.20562 -0.692
H -0.64788 0.28382 -2.18781 0.332
H -1.30980 3.49723 1.66391 0.291
O -1.45371 -2.02107 2.11747 -0.570
H -1.11227 -2.70586 1.52328 0.271
H -0.57553 -1.91796 2.55048 0.318
O 0.76458 -2.07368 -1.36463 -0.771
H 0.13637 -2.65653 -1.80765 0.315
H 0.14550 -1.36057 -0.84314 0.280
O -0.43663 -0.11748 -0.30888 -0.692
H 1.36597 0.46447 -0.64374 0.316
H -2.46381 2.29683 1.99231 0.417
O 1.05367 1.02550 -4.63817 -0.649
H 0.98421 1.91680 -5.01262 0.314
H 2.34138 -0.59883 -0.81765 0.407
O 5.01333 -1.22672 0.27582 -0.625
H 4.27269 -0.60358 0.40712 0.305
H 4.75023 -1.90342 0.91338 0.313
O 0.84326 2.15508 2.26032 -0.672
H 0.32883 2.06599 3.06955 0.338
H 0.39134 1.60370 1.60613 0.286
O -1.32094 0.59458 -2.81783 -0.659
H -0.89782 0.40434 -3.66335 0.317
H -3.72723 0.24488 2.35060 0.315
O 1.44462 -2.01757 1.69446 -0.577
H 1.55040 -2.18235 0.74627 0.333
H 2.16100 -1.47804 2.03030 0.261
O -2.50121 -2.32519 -0.77097 -0.649
H -1.78801 -2.73354 -0.27093 0.215
H -2.19400 -1.40653 -0.68172 0.469

***

The most stable arrangement is ii), and the next structure is 174.9 kJ/mol less stable.